C23H57N3O15 | ωB97M-V/def2-TZVPD

* calculated total energy: -2202.87804 hartree
* net charge: +1
* relative energy (zero: lowest compared OMol25 entry of this formula, charge and spin): 47.5 kcal per mole
* HOMO level (spin up / spin down): -10.5 / -10.5 eV
* multiplicity: 2
* gap between HOMO and LUMO (spin up / spin down): 6.50 / 1.73 eV

Element x y z (Å)
O: 13.7032 2.9721 17.4928
H: 16.0204 -3.6880 21.8632
C: 8.9897 7.0221 21.5991
O: 14.5670 -1.3682 20.9607
H: 9.2719 4.3127 24.5183
O: 8.5453 -1.4658 18.6073
H: 8.6550 8.0447 21.7733
H: 4.2632 -2.1075 21.6308
H: 11.9716 -5.5536 19.7062
H: 9.2144 3.1085 23.1523
C: 14.5941 -2.1812 22.0820
O: 9.6693 -0.0574 20.0218
O: 5.4233 -2.1272 19.9345
C: 5.3123 -2.2984 21.4047
C: 15.0891 -3.4224 21.3630
C: 11.7234 1.1822 20.4223
H: 9.7705 2.0103 20.4215
C: 6.6372 2.8376 20.4901
C: 10.8554 1.4606 24.5169
H: 14.4767 3.5258 15.6853
C: 10.2824 1.1820 19.9316
H: 14.8536 1.5006 22.7733
C: 10.2383 1.4772 18.4220
O: 15.5645 -1.2176 18.9857
C: 15.2046 -1.8190 19.8988
O: 15.4210 -3.0438 20.1030
O: 8.4541 3.8231 14.7702
O: 11.5073 0.6957 25.2419
H: 5.5225 -3.3374 21.6582
C: 13.4735 -4.4616 17.5443
H: 13.4862 2.5396 22.4870
H: 10.1497 4.0790 26.3467
H: 8.1037 -2.9155 16.0983
C: 11.1980 -3.6746 17.3500
C: 14.0251 3.9572 16.5787
C: 9.8329 3.6226 23.8880
H: 13.1785 4.6411 16.5175
H: 14.3631 -4.2352 21.3827
H: 12.7558 -1.4679 22.6270
H: 10.9912 8.1171 19.2204
C: 11.9433 -4.4777 19.5341
H: 12.2905 2.1068 20.3141
C: 9.9538 8.1350 19.5542
H: 6.0336 -1.7038 21.9654
H: 9.7605 6.9136 22.3621
H: 5.5604 3.0020 20.5309
H: 14.5851 1.8831 21.0510
H: 10.3993 1.2145 23.5455
H: 8.0380 -4.0572 17.2281
H: 12.7038 -3.8996 20.0589
H: 8.8756 5.5991 15.6818
H: 14.7707 4.5690 17.0865
H: 10.9304 5.8087 19.0251
H: 9.6228 4.0538 16.2424
H: 13.8402 -5.4339 17.8731
C: 8.7082 4.5472 15.9136
H: 13.5246 -2.7333 23.7036
C: 10.9378 3.3906 26.0416
H: 12.2722 0.4307 19.8548
O: 15.2110 3.4249 22.2329
H: 10.6156 4.1386 23.3318
H: 6.1373 -2.8894 17.0708
H: 10.3064 -3.4910 17.9694
H: 13.4088 -4.4439 16.4564
C: 9.2034 -0.4730 18.7498
H: 8.4829 4.3110 13.9438
H: 8.2220 6.2538 21.6910
H: 11.8886 0.8514 21.4476
O: 11.3025 -3.5045 16.1823
H: 11.1623 1.8571 17.9861
H: 14.2244 -3.8260 18.0137
O: 9.9870 4.5990 20.5562
H: 7.9116 4.3860 16.6398
H: 16.1419 3.2504 22.0762
N: 10.5010 2.7489 24.8469
H: 9.7952 8.9917 20.2092
H: 9.4491 8.1365 18.5881
H: 10.9805 -4.0458 19.8075
H: 8.1873 3.9987 20.8972
N: 9.6970 6.8378 20.2797
H: 6.3312 -1.8605 19.7725
H: 11.1715 2.6264 26.7828
H: 11.9132 3.8769 26.0542
H: 7.9057 -4.4457 15.4144
O: 7.2684 3.8981 21.1561
C: 7.5710 -3.8518 16.2648
O: 6.1844 -3.5577 16.3832
H: 12.5608 -3.1919 22.3377
H: 13.3539 3.4622 18.2407
H: 9.4700 2.2390 18.2894
N: 12.1433 -4.1991 18.0944
O: 9.6084 0.3530 17.8388
H: 15.3551 -1.9225 22.8183
H: 6.8716 1.8880 20.9712
C: 14.4470 2.2317 22.0745
C: 10.2862 5.6364 19.9012
H: 6.9764 2.8142 19.4545
C: 13.2590 -2.4327 22.6901

Atoms 1-2, force components in eV/Å:
-0.83 -1.58 1.00
-0.08 -0.86 -0.07